Entry 1:
# C44H81I4N3O13PS

A cluster of 10 separate species, C44H81I4N3O13PS in total in a non-equilibrium geometry (wB97M-V/def2-TZVPD, the OMol25 dataset).

Positions of all 147 atoms, in Å:
C1 1.4078 1.8652 -2.3848
C2 1.2569 0.3511 -2.9057
O1 0.3936 -0.3469 -1.9669
C3 1.0867 -1.3444 -1.1911
C4 0.2748 -2.7285 -1.3693
N1 -0.4639 -3.1826 -0.1483
C5 0.0310 -4.4721 0.4435
I1 -1.1110 -6.2430 -0.1660
C6 1.1210 -4.5870 1.3261
C7 1.5611 -5.9975 1.9565
I2 2.3019 -2.8696 1.9245
C8 -1.4940 -2.5316 0.3982
N2 -2.0534 -1.2942 -0.2152
C9 -2.6805 -1.4989 -1.5759
I3 -3.2969 -3.5591 -2.0628
C10 -2.8558 -0.4797 -2.5240
C11 -3.4869 -0.7311 -3.9864
I4 -2.2654 1.5840 -2.1190
C12 -3.3080 -1.0493 0.5738
O2 -4.0776 0.1171 0.3758
C13 -2.7577 -1.4680 2.0130
S1 -4.3545 -1.4200 3.0208
P1 -1.4227 -0.1952 2.5298
C14 -1.0945 -0.2533 4.3923
C15 -1.9746 1.5748 2.1915
N3 -2.2681 -2.8433 1.5975
C16 -1.5849 -3.2665 2.8532
C17 -1.8699 -4.8562 3.0211
O3 -1.0821 -5.6495 3.5477
O4 -3.1443 -5.3052 2.5579
H1 2.4307 2.2576 -2.6844
H2 0.5576 2.5224 -2.7811
H3 1.3359 1.9115 -1.2368
H4 0.6738 0.4034 -3.9008
H5 2.2354 -0.1723 -3.1490
H6 2.1744 -1.5116 -1.4737
H7 1.0900 -0.9764 -0.1011
H8 1.0585 -3.5175 -1.6643
H9 -0.3946 -2.6193 -2.2959
H10 2.2439 -6.5984 1.2771
H11 0.6299 -6.6369 2.1810
H12 2.0645 -5.8443 2.9769
H13 -2.6467 -0.9474 -4.7405
H14 -4.0384 0.2416 -4.2428
H15 -4.2692 -1.5521 -3.9996
H16 -4.0779 -1.8898 0.3738
H17 -5.0340 -0.0873 0.2641
H18 -4.6291 -0.0843 3.3398
H19 -0.9117 0.7812 4.8575
H20 -1.9699 -0.7081 4.9887
H21 -0.1722 -0.8776 4.6709
H22 -3.0998 1.6524 2.4389
H23 -1.8219 1.9186 1.1116
H24 -1.4634 2.2688 2.9516
H25 -0.4474 -3.0890 2.8404
H26 -1.9714 -2.8031 3.8134
H27 -3.1971 -5.2437 1.5789
C18 2.0491 6.4492 -0.1587
C19 1.0698 5.5322 -0.8399
O5 1.4277 4.4740 -1.3244
C20 -0.3690 5.9733 -0.8995
H28 3.0450 6.0033 -0.1917
H29 2.0793 7.4107 -0.6755
H30 1.7624 6.5891 0.8858
H31 -0.4471 6.9137 -1.4488
H32 -0.7636 6.0925 0.1117
H33 -0.9591 5.2147 -1.4186
C21 -4.6032 -2.2847 -8.7341
C22 -4.8828 -1.8763 -7.3125
O6 -4.3364 -0.9103 -6.8132
C23 -5.8652 -2.7099 -6.5326
H34 -3.8786 -1.5960 -9.1725
H35 -4.1853 -3.2934 -8.7558
H36 -5.5236 -2.2444 -9.3202
H37 -5.5031 -3.7375 -6.4569
H38 -6.8413 -2.6885 -7.0214
H39 -5.9691 -2.3001 -5.5258
C24 -7.2046 -2.9938 1.7526
C25 -7.2880 -2.7212 0.2752
O7 -6.9560 -1.6422 -0.1887
C26 -7.7948 -3.8292 -0.6079
H40 -6.8231 -2.1069 2.2582
H41 -8.1962 -3.2239 2.1479
H42 -6.5208 -3.8253 1.9379
H43 -8.8140 -4.0960 -0.3213
H44 -7.1393 -4.6988 -0.5261
H45 -7.8002 -3.4909 -1.6461
C27 5.0342 2.4469 -0.4775
C28 5.2593 1.0278 -0.9292
O8 4.7080 0.5817 -1.9193
C29 6.1883 0.1773 -0.1120
H46 4.3401 2.9396 -1.1621
H47 4.6009 2.4536 0.5248
H48 5.9796 2.9934 -0.4841
H49 5.8014 0.0834 0.9056
H50 7.1880 0.6155 -0.0984
H51 6.2500 -0.8182 -0.5568
C30 10.4524 -0.5329 -2.3028
C31 9.8969 -0.7792 -0.9257
O9 9.0694 -0.0336 -0.4350
C32 10.4044 -1.9836 -0.1789
H52 9.9975 0.3674 -2.7208
H53 11.5329 -0.3856 -2.2468
H54 10.2194 -1.3777 -2.9542
H55 11.4827 -1.9006 -0.0288
H56 10.1694 -2.8928 -0.7362
H57 9.9181 -2.0356 0.7972
C33 -4.5029 -1.0845 6.8520
C34 -4.8105 0.1124 7.7132
O10 -5.4626 0.0041 8.7324
C35 -4.2790 1.4470 7.2617
H58 -4.9477 -1.9760 7.2989
H59 -4.9263 -0.9447 5.8558
H60 -3.4221 -1.2277 6.7873
H61 -4.6925 1.7002 6.2828
H62 -3.1881 1.4163 7.2149
H63 -4.5771 2.2160 7.9769
C36 6.1286 7.8100 -3.4185
C37 5.2790 6.9649 -2.5090
O11 5.3148 7.1028 -1.2982
C38 4.3817 5.9402 -3.1538
H64 6.7225 8.5022 -2.8185
H65 6.8062 7.1740 -3.9913
H66 5.4913 8.3878 -4.0916
H67 4.9825 5.2214 -3.7151
H68 3.6673 6.4349 -3.8153
H69 3.8291 5.4049 -2.3785
C39 8.9909 5.3781 -6.8964
C40 8.9658 5.7729 -5.4438
O12 8.6062 6.8821 -5.0964
C41 9.4029 4.7417 -4.4374
H70 8.6512 6.2180 -7.5055
H71 10.0093 5.1193 -7.1938
H72 8.3218 4.5313 -7.0631
H73 10.4395 4.4547 -4.6256
H74 8.7520 3.8665 -4.4951
H75 9.3335 5.1641 -3.4329
C42 -8.2772 -2.2263 8.8139
C43 -8.0470 -3.6381 8.3458
O13 -8.6008 -4.0744 7.3541
C44 -7.1034 -4.4900 9.1532
H76 -8.9778 -1.7311 8.1384
H77 -8.7048 -2.2325 9.8187
H78 -7.3344 -1.6746 8.8064
H79 -7.4790 -4.5968 10.1729
H80 -6.1093 -4.0378 9.1623
H81 -7.0333 -5.4811 8.7004

Force components x, y, z for each atom (eV/Å):
0.3 -0.6 0.1
-0.9 1.8 -1.0
2.0 -1.2 -0.3
-0.9 0.3 0.9
1.4 0.6 -1.6
-0.2 -0.9 1.3
1.3 0.2 1.7
1.0 1.2 0.3
-1.7 -1.2 -1.3
-0.6 0.3 0.5
-0.8 -1.2 -0.4
-1.1 1.8 -0.1
-1.9 -2.6 -1.5
1.2 1.9 -2.4
0.2 1.4 0.3
0.0 -2.3 0.7
0.0 1.1 1.0
-0.5 -1.6 -0.3
-2.1 -1.8 1.5
1.6 -0.2 0.3
-3.0 3.2 -1.6
0.2 -0.7 0.7
2.2 0.0 -0.1
-0.6 -0.3 1.6
-1.8 0.4 0.7
2.2 3.0 1.0
1.4 -3.4 0.6
1.1 -1.6 0.6
-2.5 2.8 -1.4
1.9 0.7 0.3
-1.4 -0.3 0.3
1.5 -1.0 0.5
0.2 -0.2 -1.8
0.8 -0.2 1.4
-1.1 0.6 0.8
-1.4 0.3 0.0
-0.1 -0.8 -1.4
-1.5 0.8 0.9
0.7 -0.1 1.7
-0.8 1.0 0.7
1.4 1.1 -0.5
-0.6 0.0 -1.7
-1.4 0.4 1.2
1.0 -1.5 0.0
1.2 0.9 0.2
1.4 0.8 0.1
0.9 -0.4 0.0
1.1 -1.0 -0.7
-0.3 -1.4 -1.0
1.1 0.7 -0.9
-1.3 0.8 -0.8
1.6 0.1 -0.5
-0.1 -0.7 1.6
-0.4 -1.2 -1.3
-1.8 -0.3 -0.1
-0.1 -0.3 -1.5
0.1 0.3 0.7
0.3 -0.3 -0.1
0.3 -0.4 -0.2
-0.2 0.6 0.3
-0.1 -0.3 -0.2
-0.1 0.1 0.0
-0.1 0.1 0.2
-0.1 0.2 -0.1
0.0 0.1 0.2
0.0 0.2 -0.1
0.1 0.1 0.0
0.3 0.3 -0.1
0.3 0.5 0.2
-0.3 -0.5 -0.2
0.0 0.2 0.3
-0.1 -0.1 0.1
-0.2 0.0 -0.1
0.0 -0.2 0.0
-0.2 0.0 -0.2
0.1 -0.2 0.0
0.0 0.0 -0.1
0.0 0.4 0.0
0.1 0.5 -0.1
0.1 -0.4 0.2
0.0 0.3 -0.4
-0.1 -0.2 -0.1
0.1 -0.2 0.0
-0.2 -0.1 0.1
0.1 -0.2 0.1
-0.2 -0.1 0.1
0.0 0.0 0.1
-0.2 0.1 -0.4
-0.2 -0.3 -0.3
0.0 0.2 0.2
-0.2 -0.1 -0.2
0.0 -0.1 0.1
0.2 0.1 0.1
0.0 0.0 0.2
0.1 0.1 0.1
-0.3 0.0 0.2
0.0 0.1 0.0
-0.2 0.3 -0.1
-0.4 0.4 0.2
0.7 -0.4 -0.2
-0.2 0.1 0.3
0.0 -0.1 0.1
0.0 -0.2 -0.1
0.2 0.0 0.0
0.0 -0.2 -0.2
0.2 0.0 0.0
0.1 0.0 -0.1
-0.2 -0.2 0.2
-0.4 -0.1 0.6
0.3 0.0 -0.5
-0.1 0.2 0.3
0.1 0.1 -0.1
0.2 0.0 0.0
0.0 0.1 -0.2
0.2 0.0 -0.1
0.0 0.0 -0.2
0.0 -0.1 -0.1
0.0 0.1 0.4
0.1 0.3 0.6
-0.1 -0.2 -0.5
-0.2 -0.2 0.4
-0.1 -0.1 -0.1
-0.2 0.2 -0.1
0.1 -0.1 -0.2
-0.1 0.1 -0.2
0.1 -0.1 -0.2
0.0 0.0 -0.1
-0.1 0.4 -0.1
-0.1 0.6 0.1
0.3 -0.6 -0.2
-0.1 0.2 0.3
0.0 -0.1 0.1
-0.1 -0.2 0.0
0.2 -0.1 0.0
-0.1 -0.2 -0.1
0.2 -0.1 -0.1
0.0 0.0 -0.1
-0.2 0.1 -0.3
-0.4 -0.2 -0.5
0.3 0.2 0.4
0.0 -0.3 -0.2
0.1 -0.1 0.1
0.2 0.1 0.1
0.0 0.0 0.3
0.2 0.1 0.0
-0.1 0.1 0.2
0.0 0.1 0.0

As for the charge: +1. Its HOMO energy is -10.593 eV.


Entry 2:
# C23H36O12S

A structure of composition C23H36O12S in a non-equilibrium geometry (wB97M-V/def2-TZVPD, the OMol25 dataset).

Positions of all 72 atoms, in Å:
C1 -2.0400 -2.9199 1.8026
C2 -1.4650 -1.4861 1.9740
C3 -1.9231 -0.3885 0.9596
C4 -2.8482 -0.7478 -0.2035
C5 -4.3264 -0.8195 0.1330
C6 -4.8376 -1.2932 1.3200
C7 -6.1861 -1.3695 1.5456
C8 -7.0829 -0.9860 0.5880
C9 -6.5922 -0.4818 -0.6003
C10 -5.2409 -0.4043 -0.8287
C11 -4.8008 0.1555 -2.1777
O1 -2.4013 0.7332 1.7509
S1 -1.6894 2.0562 1.1647
O2 -2.6632 2.9890 0.7310
O3 -0.7945 2.6356 2.1077
O4 -0.8167 1.4726 -0.0592
C12 -0.5888 0.0677 0.3233
C13 -0.0896 -0.6936 -0.9060
C14 1.4537 -0.8992 -0.8815
C15 1.7499 -1.9061 -1.9872
O5 1.2029 -1.8211 -3.0736
O6 2.6025 -2.9359 -1.7358
H1 -2.6080 -3.1746 2.7020
H2 -2.7023 -3.0681 0.9489
H3 -1.2253 -3.6461 1.7381
H4 -1.7442 -1.1309 2.9694
H5 -0.3758 -1.5706 2.0080
H6 -2.5737 -1.7115 -0.6456
H7 -2.6700 -0.0182 -0.9974
H8 -4.1779 -1.6218 2.1161
H9 -6.5593 -1.7547 2.4896
H10 -8.1587 -1.0543 0.7060
H11 -7.2713 -0.1576 -1.3824
H12 -5.6403 0.2683 -2.8603
H13 -4.3437 1.1433 -2.0285
H14 -4.0099 -0.4953 -2.5625
H15 0.2792 0.1392 0.9900
H16 -0.5087 -1.6983 -0.9942
H17 -0.3319 -0.1459 -1.8190
H18 1.6896 -1.3847 0.0720
H19 2.0015 0.0344 -1.0221
H20 2.2465 -3.7223 -2.1702
C16 1.0010 1.6883 5.0799
C17 1.6104 1.4459 3.7166
O7 2.9995 1.0848 3.8154
C18 3.2401 -0.1648 4.1969
O8 2.4150 -1.0086 4.4421
O9 4.5633 -0.3286 4.2741
C19 4.9666 -1.6072 4.7653
H21 1.5832 2.4284 5.6311
H22 -0.0241 2.0438 4.9791
H23 0.9922 0.7758 5.6764
H24 1.5753 2.3632 3.1349
H25 1.0591 0.6877 3.1598
H26 4.5112 -2.4113 4.1905
H27 4.7089 -1.7017 5.8195
H28 6.0466 -1.6649 4.6587
C20 1.7039 1.0945 -4.1407
C21 3.0243 0.3733 -4.3244
O10 3.8670 1.0706 -5.2526
C22 4.4650 2.1595 -4.7731
O11 4.3725 2.5869 -3.6519
O12 5.1788 2.7083 -5.7581
C23 5.8029 3.9445 -5.4077
H29 1.2209 1.2583 -5.1051
H30 1.0376 0.5167 -3.5058
H31 1.8493 2.0743 -3.6847
H32 2.8448 -0.6107 -4.7522
H33 3.5414 0.2248 -3.3746
H34 6.4038 3.8399 -4.5065
H35 5.0493 4.7194 -5.2733
H36 6.4515 4.2212 -6.2345

Force components x, y, z for each atom (eV/Å):
0.2 0.0 0.4
-1.0 -0.7 0.0
2.0 -1.6 0.2
-0.8 0.0 0.6
0.2 0.4 -0.5
0.9 -0.2 0.7
-0.8 -0.5 1.0
-0.6 0.3 -0.7
-0.6 -0.1 0.0
0.2 0.6 -1.3
0.6 0.0 0.9
1.1 0.4 -1.6
0.0 2.7 0.6
-0.7 -0.7 -1.1
0.7 -1.2 0.6
-1.4 -0.7 0.9
0.9 0.9 -0.8
0.7 0.1 -0.2
-0.5 -1.0 0.2
-0.4 0.2 -1.8
0.4 -0.3 1.2
-0.5 0.5 1.1
0.0 -0.1 -0.2
0.1 0.1 0.0
-0.1 0.1 -0.1
0.0 0.1 -0.2
-0.1 0.2 -0.2
0.2 0.1 0.2
-0.2 0.1 0.2
0.0 0.1 -0.1
0.2 0.0 0.0
0.1 -0.1 0.3
0.0 0.0 0.1
0.1 -0.2 -0.1
-0.1 -0.1 -0.1
-0.3 0.1 -0.5
-0.6 -0.2 0.6
-0.3 0.2 0.2
-0.3 -0.1 0.1
0.4 0.4 -0.1
0.0 -0.1 0.1
0.3 0.1 -0.5
0.1 -0.2 0.2
-0.4 0.3 0.1
0.0 -0.1 -0.1
0.0 0.2 0.1
0.0 -0.1 -0.1
0.0 0.0 0.0
0.2 -0.2 0.1
-0.1 0.1 -0.1
0.0 0.0 -0.1
0.0 0.0 -0.1
0.2 -0.1 -0.1
0.1 -0.1 0.1
-0.1 0.0 0.1
-0.1 -0.1 0.0
0.0 0.2 -0.1
0.0 0.4 0.0
-0.5 -0.2 0.2
0.2 -0.1 0.0
-0.1 0.0 -0.1
0.1 0.0 0.1
0.0 0.0 0.0
0.2 0.2 0.0
0.0 -0.2 0.0
0.0 -0.1 -0.1
0.1 0.0 0.0
0.2 0.1 -0.2
0.1 0.2 0.0
-0.1 0.0 0.1
0.0 0.0 0.1
-0.1 -0.2 -0.1

Its HOMO energy is -9.256 eV.


| no. | LUMO level (Ha) | total energy (eV) |
| --- | --- | --- |
| 1 | -0.131 | -130542.543 |
| 2 | 0.005 | -59839.964 |